A single C2H12O3Si3 molecule in a non-equilibrium geometry, computed with ωB97M-V/def2-TZVPD.

Each line ends with the Mulliken charge.
Geometry (Å):
C 2.884 1.136 -0.219  -1.07
C -3.504 -0.583 -0.214  -1.10
O 1.254 0.256 2.107  -0.41
O -1.492 1.518 -0.634  -0.49
O 0.266 -2.418 -0.789  -0.51
Si 2.072 -0.196 0.816  0.41
Si -1.701 -0.029 -0.018  0.45
Si 0.401 -0.770 -0.795  0.26
H 3.415 0.606 -1.018  0.30
H 2.054 1.682 -0.583  0.28
H 3.699 1.763 0.093  0.39
H -4.213 -0.377 -1.063  0.34
H -3.641 -1.558 0.023  0.40
H -3.941 0.012 0.559  0.28
H 1.516 0.491 2.997  0.30
H -1.976 2.320 -0.444  0.29
H 0.568 -2.873 -1.586  0.30
H 3.071 -1.058 1.448  -0.18
H -1.650 0.308 1.489  -0.14
H 0.918 -0.230 -2.171  -0.09

Its HOMO energy is -0.316 hartree. For the frontier orbital gap, the calculation gives 0.328 Ha. The energy above the lowest of the compared OMol25 structures with the same formula, charge and spin is 0.0 kJ/mol. As for the max |F|: 3.34 eV/A. The net charge is 0. For the total energy, the calculation gives -1177.665499 hartree. The structure (SMILES) is C[Si@H](O)[Si@H](O)[Si@@H](C)O.

---

A 14-piece molecular cluster, C16H62N3O13 overall, computed with ωB97M-V/def2-TZVPD.

Each line ends with the Mulliken charge.
Geometry (Å):
C 1.154 -0.061 -0.484  -1.07
C 0.536 -0.184 0.904  -0.03
C 0.883 -1.448 1.749  0.53
N 1.787 -1.114 2.857  -0.32
N -0.399 -1.931 2.332  -0.58
N 1.571 -2.443 0.941  -0.58
H 0.426 -0.439 -1.224  0.28
H 1.250 1.005 -0.725  0.13
H -0.569 -0.215 0.858  -0.67
H 0.800 0.692 1.508  0.02
H 1.272 -0.489 3.473  0.28
H 2.012 -1.956 3.382  0.25
H -0.942 -2.383 1.601  0.11
H -0.204 -2.646 3.029  0.26
H 1.352 -3.374 1.283  0.24
H 1.297 -2.342 -0.032  0.29
C -3.309 0.821 0.274  -0.96
O -3.599 -0.035 1.381  -0.62
H -4.205 1.418 0.096  0.44
H -2.476 1.492 0.497  0.39
H -3.076 0.255 -0.627  0.37
H -2.798 -0.544 1.567  0.31
C -1.039 -5.079 -0.037  -0.69
O -1.797 -3.913 0.246  -0.37
H -0.050 -4.740 -0.339  0.22
H -0.935 -5.722 0.843  0.29
H -1.481 -5.650 -0.857  0.26
H -2.683 -4.184 0.501  0.22
C -4.195 1.856 -3.633  -0.69
O -3.390 0.908 -2.962  -0.22
H -4.219 2.738 -2.997  0.17
H -3.758 2.153 -4.593  0.27
H -5.221 1.506 -3.798  0.32
H -3.323 0.109 -3.498  0.18
C 2.872 3.164 1.086  -0.11
O 1.805 3.651 0.284  -0.48
H 2.487 2.356 1.703  0.06
H 3.684 2.754 0.480  -0.05
H 3.277 3.953 1.731  0.36
H 2.139 4.346 -0.288  0.27
C -1.446 -1.117 -5.643  -0.62
O -2.678 -1.468 -5.024  -0.42
H -0.682 -1.178 -4.871  0.25
H -1.190 -1.809 -6.450  0.27
H -1.463 -0.097 -6.035  0.25
H -3.383 -1.430 -5.676  0.25
C -1.608 4.193 -2.756  -0.45
O -2.711 4.732 -3.486  -0.47
H -1.993 3.382 -2.142  0.06
H -0.843 3.779 -3.417  0.27
H -1.150 4.940 -2.102  0.32
H -2.393 5.444 -4.048  0.26
C 5.599 1.467 -1.600  -0.60
O 6.446 1.847 -0.516  -0.51
H 4.921 2.299 -1.775  0.18
H 6.178 1.290 -2.512  0.31
H 4.994 0.590 -1.360  0.29
H 7.027 1.109 -0.318  0.29
C 5.238 -0.381 4.452  -0.35
O 4.160 -0.760 5.307  -0.48
H 6.165 -0.553 4.998  0.25
H 5.255 -0.983 3.546  0.02
H 5.180 0.675 4.176  0.29
H 3.371 -0.616 4.772  0.26
C 5.880 -2.625 1.298  -0.48
O 6.973 -2.345 2.176  -0.51
H 5.139 -1.838 1.426  0.13
H 6.192 -2.633 0.251  0.31
H 5.403 -3.579 1.535  0.26
H 7.634 -3.034 2.073  0.27
C -6.556 -2.028 0.132  -0.67
O -5.937 -1.109 -0.744  -0.44
H -7.074 -2.763 -0.485  0.26
H -5.827 -2.551 0.760  0.22
H -7.292 -1.549 0.786  0.33
H -5.460 -0.468 -0.203  0.29
C 4.706 -1.384 8.372  -0.44
O 3.691 -2.340 8.108  -0.52
H 4.976 -1.483 9.423  0.25
H 5.586 -1.568 7.751  0.17
H 4.350 -0.369 8.178  0.21
H 3.472 -2.240 7.174  0.32
C -3.812 -3.185 -2.284  0.08
O -3.371 -4.497 -2.648  -0.51
H -3.119 -2.823 -1.529  0.03
H -3.792 -2.495 -3.130  0.00
H -4.820 -3.206 -1.863  0.18
H -3.964 -4.832 -3.325  0.27
C -4.081 7.643 -3.129  -0.49
O -3.214 8.423 -3.949  -0.52
H -4.676 7.029 -3.801  0.19
H -3.520 6.978 -2.471  0.22
H -4.753 8.268 -2.534  0.29
H -2.663 8.963 -3.377  0.29

Its HOMO energy is -0.051 hartree. For the frontier orbital gap, the calculation gives 0.132 Ha. As for the max |F|: 0.51 eV/A. The net charge is -1. For the total energy, the calculation gives -1788.888703 hartree.

---

A single C5H7NS2 molecule in a non-equilibrium geometry, computed with ωB97M-V/def2-TZVPD.

Each line ends with the Mulliken charge.
Geometry (Å):
C 2.684 -0.322 0.522  -0.89
C 0.139 0.571 0.196  -0.01
C -2.083 -0.668 -1.210  -0.15
C -2.324 0.107 0.037  -0.34
C -1.269 0.617 0.712  -0.48
H 2.953 0.716 0.832  0.26
H 2.853 -0.468 -0.533  0.33
H 3.434 -1.013 0.899  0.35
H 0.757 1.461 0.521  0.31
H -2.793 -1.423 -1.605  0.36
H -3.268 0.219 0.474  0.41
H -1.321 1.213 1.628  0.34
N -0.997 -0.708 -1.984  -0.43
S 1.001 -0.738 1.096  -0.05
S 0.234 0.436 -1.586  0.01

Its HOMO energy is -0.311 hartree. For the frontier orbital gap, the calculation gives 0.309 Ha. The energy above the lowest of the compared OMol25 structures with the same formula, charge and spin is 147.7 kJ/mol. As for the max |F|: 3.30 eV/A. The net charge is 0. For the total energy, the calculation gives -1045.787816 hartree. The structure (SMILES) is CS[C@@H]1C=CC=NS1.

---

A 3-piece molecular cluster, C3H10NO4 overall in a non-equilibrium geometry, computed with ωB97M-V/def2-TZVPD.

Each line ends with the Mulliken charge.
Geometry (Å):
C 0.219 1.962 -0.914  -0.38
N -1.046 1.291 -0.771  -0.33
C -1.226 0.493 0.403  0.63
O -0.393 0.666 1.335  -0.84
O -2.199 -0.292 0.388  -0.74
C 1.427 1.048 -1.242  -1.01
H 0.234 2.785 -1.619  0.37
H 0.451 2.430 0.054  0.20
H -1.269 0.767 -1.603  0.24
H 1.116 0.293 -1.956  0.24
H 1.766 0.554 -0.347  0.27
H 2.188 1.637 -1.755  0.36
H 0.346 -2.850 1.136  0.41
H -0.222 -2.954 -0.242  0.29
O 0.569 -3.209 0.248  -0.70
H -0.278 -0.960 1.912  0.43
H -1.321 -1.858 2.531  0.32
O -0.362 -1.803 2.441  -0.77

Its HOMO energy is -0.180 hartree. For the frontier orbital gap, the calculation gives 0.325 Ha. The energy above the lowest of the compared OMol25 structures with the same formula, charge and spin is 22.5 kJ/mol. As for the max |F|: 1.69 eV/A. The net charge is -1. For the total energy, the calculation gives -476.127131 hartree.

---

C4H10MoN3O5 as an isolated structure in a non-equilibrium geometry, computed with ωB97M-V/def2-TZVPD.

Each line ends with the Mulliken charge.
Geometry (Å):
Mo 0.003 0.010 0.130  1.45
C -2.311 -4.576 -1.240  -0.84
O -2.140 -3.177 -1.527  -0.30
C -1.335 -2.432 -0.832  0.89
O -1.227 -1.232 -1.138  -0.61
N -0.603 -2.985 0.164  0.08
N 0.346 -2.168 0.820  -0.72
H -3.038 -4.934 -1.958  0.24
H -2.704 -4.713 -0.232  0.39
H -1.372 -5.112 -1.383  0.39
H -0.668 -3.959 0.413  0.24
H 1.269 -2.575 0.691  0.30
H 0.144 -2.140 1.816  0.33
N 1.448 1.359 1.217  -0.56
C 1.018 2.750 0.899  -0.24
C 0.655 2.734 -0.584  0.56
O 1.109 3.520 -1.365  -0.51
O -0.123 1.698 -0.907  -0.73
H 1.407 1.185 2.215  0.28
H 2.425 1.259 0.957  0.28
H 1.807 3.482 1.055  0.34
H 0.151 2.997 1.509  0.27
O -1.046 0.138 1.372  -0.53

Its HOMO energy is -0.435 hartree. For the frontier orbital gap, the calculation gives 0.289 Ha. The energy above the lowest of the compared OMol25 structures with the same formula, charge and spin is 0.0 kJ/mol. As for the max |F|: 1.42 eV/A. The net charge is +1. For the total energy, the calculation gives -766.891797 hartree.